Record 1
10
Properties=species:S:1:pos:R:3:forces:R:3 method="wB97M-V/def2-TZVPD" largest_force_ev_per_a=3.48 lumo_energy_ha=0.0351 e_tot_ev=-17759.796 smiles=ClC1COC1 homo_ha=-0.36299
Cl 0.260279 0.856813 1.431447 1.4 0.4 0.4
C -0.378941 0.401634 -0.123689 -1.6 0.7 -0.7
C -0.664587 -1.123351 -0.131428 -1.1 0.6 -2.4
O 0.264352 -1.234699 -1.185326 2.4 -2.2 -1.2
C 0.310296 0.127339 -1.491558 -0.5 -0.3 1.8
H -1.091124 1.200939 -0.302568 -1.0 -0.6 0.3
H -0.323625 -1.753159 0.676253 -0.5 0.2 0.6
H -1.616521 -1.415641 -0.666688 0.2 0.2 1.6
H -0.335801 0.268715 -2.335679 -0.9 0.8 -0.3
H 1.226903 0.577177 -1.743248 1.6 0.2 0.0

Record 2
10
Properties=species:S:1:pos:R:3:forces:R:3 method="wB97M-V/def2-TZVPD" largest_force_ev_per_a=3.83 lumo_energy_ha=0.0355 e_tot_ev=-17760.040 smiles="CO/C=C/Cl" homo_ha=-0.31714
C -2.196988 0.991160 -1.352374 -0.1 1.3 1.5
O -0.924500 0.480250 -1.361616 2.2 -0.4 -3.1
C -0.350908 0.219282 -0.219104 0.1 -1.1 1.2
C 0.743620 -0.555130 -0.160946 0.5 0.5 1.7
Cl 1.477712 -0.623666 1.501229 -0.4 -0.3 -1.3
H -2.654251 0.244510 -0.695871 -1.7 0.8 -0.3
H -2.559523 1.082223 -2.385221 -0.1 -0.2 0.6
H -2.069393 2.013898 -0.868579 -1.1 -1.0 -0.5
H -0.959129 0.538738 0.661534 1.1 -0.1 -0.3
H 1.342840 -1.050931 -0.945268 -0.7 0.6 0.5

Record 3
11
Properties=species:S:1:pos:R:3:forces:R:3 method="wB97M-V/def2-TZVPD" largest_force_ev_per_a=4.09 lumo_energy_ha=0.0207 e_tot_ev=-19807.532 smiles="C[C@H]1OC1=O.Cl" homo_ha=-0.38670
C -0.138468 0.991717 -0.735508 0.9 -3.7 -1.5
C -0.971155 -0.313438 -0.521444 0.0 0.1 -2.9
O -0.221819 -1.443144 0.167760 0.7 -0.6 0.4
C -1.302302 -0.934761 0.703376 -1.5 0.8 1.2
O -2.075234 -1.027300 1.603417 0.7 -0.5 0.1
H -0.783394 1.799537 -0.809188 -1.4 1.5 -1.2
H 0.591916 0.770877 -1.673730 -1.6 1.1 2.5
H 0.303898 1.229598 0.211201 1.1 -0.3 0.4
H -1.556846 -0.845923 -1.368004 1.1 1.6 0.9
Cl 3.629258 -0.327755 1.480199 -0.6 0.3 -0.3
H 2.524145 0.100592 0.941921 0.6 -0.3 0.3

Record 4
11
Properties=species:S:1:pos:R:3:forces:R:3 method="wB97M-V/def2-TZVPD" largest_force_ev_per_a=5.22 lumo_energy_ha=0.0280 e_tot_ev=-19808.265 smiles="C[C@@](O)(Cl)C=O" homo_ha=-0.37169
C -0.607675 -0.576583 1.044642 -1.3 -0.3 1.2
C 0.365626 -0.273710 -0.070259 -0.7 1.6 -1.1
O 1.587534 0.161530 0.492161 -2.6 -4.4 0.7
Cl 0.359720 -1.560123 -1.408077 0.9 -0.7 0.7
C -0.201817 0.795384 -1.188023 -1.0 -1.4 2.4
O 0.496934 1.709593 -1.429708 0.9 1.6 -0.9
H -0.106105 -0.951608 1.989395 -0.3 0.3 -1.3
H -1.441591 -1.346312 0.788316 1.4 1.7 0.2
H -1.014386 0.457422 1.334723 0.1 -1.6 -0.3
H 1.813319 0.939146 0.094602 1.1 3.6 -2.2
H -1.251559 0.645261 -1.647771 1.4 -0.2 0.7

Record 5
10
Properties=species:S:1:pos:R:3:forces:R:3 method="wB97M-V/def2-TZVPD" largest_force_ev_per_a=3.77 lumo_energy_ha=-0.0100 e_tot_ev=-26548.431 smiles="C[C@H](Cl)C=S" homo_ha=-0.32756
C -1.075729 -0.532828 0.205957 0.6 -3.2 -1.4
C 0.364239 -0.150667 0.407836 0.4 1.5 -2.7
Cl 0.725154 0.737893 1.852273 0.0 0.3 1.4
C 0.885607 0.883476 -0.751397 -0.9 -3.0 2.2
S 1.738436 0.435833 -1.988695 0.7 -0.3 -1.1
H -1.747629 0.276387 0.299177 -0.9 0.7 0.0
H -1.102945 -1.065262 -0.896756 -0.2 1.4 2.7
H -1.263743 -1.358814 0.972095 -0.3 1.2 -1.0
H 0.860424 -1.106526 0.434436 1.0 0.1 -0.3
H 0.616186 1.880508 -0.534926 -0.4 1.2 0.2

Record 6
10
Properties=species:S:1:pos:R:3:forces:R:3 method="wB97M-V/def2-TZVPD" largest_force_ev_per_a=5.64 lumo_energy_ha=0.0171 e_tot_ev=-26547.273 smiles="S/C=C/CCl" homo_ha=-0.33940
S 2.862826 0.621890 -0.136929 -3.3 -1.4 1.1
C 0.919777 0.065979 -0.218180 1.4 2.5 -4.9
C -0.229743 -0.329241 0.373468 4.1 0.8 0.1
C -1.567298 -0.306559 -0.325766 1.8 1.1 1.2
Cl -2.553008 0.844116 0.648468 -0.4 0.0 -0.4
H 2.963396 0.320903 1.151801 0.5 0.0 0.4
H 0.939887 0.466214 -1.340493 -1.1 -1.2 2.1
H 0.079817 -0.498543 1.409523 -1.7 -0.5 0.3
H -2.001322 -1.264011 -0.214512 -0.8 -0.8 -0.4
H -1.414336 0.079253 -1.347381 -0.4 -0.4 0.5

Record 7
10
Properties=species:S:1:pos:R:3:forces:R:3 method="wB97M-V/def2-TZVPD" largest_force_ev_per_a=2.46 lumo_energy_ha=0.0236 e_tot_ev=-26547.249 smiles="C=C=CCl.S" homo_ha=-0.34978
C -0.659270 1.245110 -0.079273 0.0 -1.4 1.4
C -0.442383 0.573849 1.041868 1.2 0.3 0.4
C -0.076425 0.101710 2.229624 -1.6 1.3 0.3
Cl -0.262203 -1.574200 2.734296 0.4 0.4 -0.4
H -1.691577 1.310698 -0.368235 -0.3 0.5 -0.3
H 0.127665 1.574160 -0.739830 0.1 -0.1 -0.1
H -0.037191 0.810998 3.120576 0.2 -1.1 -1.4
S 0.997056 -1.343948 -2.005374 1.3 -1.5 0.9
H 1.617721 -2.013714 -3.009876 0.0 0.0 0.6
H 0.426606 -0.684663 -2.923774 -1.3 1.5 -1.4

Record 8
10
Properties=species:S:1:pos:R:3:forces:R:3 method="wB97M-V/def2-TZVPD" largest_force_ev_per_a=3.67 lumo_energy_ha=-0.0143 e_tot_ev=-26548.507 smiles="S=CCCCl" homo_ha=-0.32634
S 1.137876 -1.630070 2.138225 -0.2 -0.2 0.1
C 1.301284 -0.667976 0.872474 1.8 -0.1 -0.9
C 0.364042 0.390393 0.421175 -3.1 -1.8 -0.5
C -0.735411 -0.102319 -0.772156 0.1 0.4 2.2
Cl 0.214173 -0.409414 -2.197521 0.4 -0.2 -1.0
H 2.299628 -0.667873 0.322597 -1.3 -0.2 0.5
H 0.949626 1.143434 0.010937 0.7 1.7 -0.8
H -0.169357 0.707651 1.321008 -0.2 0.2 -0.4
H -1.553277 0.644292 -1.048026 1.4 -0.7 0.8
H -1.234975 -1.062751 -0.468260 0.6 1.0 -0.1

Record 9
10
Properties=species:S:1:pos:R:3:forces:R:3 method="wB97M-V/def2-TZVPD" largest_force_ev_per_a=2.59 lumo_energy_ha="-0.0113 / -0.0158" e_tot_ev=-26546.834 homo_ha="-0.28999 / -0.29119"
C 2.196937 -0.806944 0.460267 -1.4 0.0 1.4
C -0.244983 0.420775 0.083981 1.9 -1.1 -0.7
C -1.491224 0.552651 -0.597172 -1.8 1.8 -0.3
S 0.841514 -0.741915 -0.473225 -0.4 1.4 0.6
Cl -2.800514 -0.501086 0.179199 -0.1 0.3 0.0
H 1.925550 -0.401579 1.517979 1.5 -0.8 -1.9
H 2.986320 -1.531667 0.144161 -0.9 0.9 0.7
H -0.080106 1.136378 0.853379 0.7 -0.1 0.8
H -1.468326 0.207786 -1.615049 -0.1 0.0 -0.4
H -1.865167 1.665603 -0.553521 0.5 -2.3 -0.1

Record 10
11
Properties=species:S:1:pos:R:3:forces:R:3 method="wB97M-V/def2-TZVPD" largest_force_ev_per_a=4.08 lumo_energy_ha=-0.0225 e_tot_ev=-37383.541 smiles="CSC(=S)CCl" homo_ha=-0.32640
C 1.891234 -0.983037 -0.370161 -0.4 0.8 -3.4
S 0.217190 -1.004968 0.143829 -1.2 -1.3 0.8
C -0.421627 0.587878 0.040349 3.4 2.3 0.2
S 0.394869 2.046165 -0.313137 -1.0 -2.3 0.2
C -1.772513 0.626630 0.589244 -2.5 1.9 2.3
Cl -2.760125 -0.303797 -0.538158 -1.1 -0.1 -0.4
H 2.340792 -0.158623 0.133309 1.0 0.3 0.1
H 2.455202 -1.900907 -0.546001 -0.4 -0.3 1.4
H 1.729766 -0.779502 -1.472220 0.7 0.8 1.0
H -2.172657 1.769898 0.727856 1.0 -3.0 -0.6
H -1.902126 0.100265 1.605092 0.5 0.9 -1.5

Record 11
10
Properties=species:S:1:pos:R:3:forces:R:3 method="wB97M-V/def2-TZVPD" largest_force_ev_per_a=4.10 lumo_energy_ha=0.0308 e_tot_ev=-23589.131 smiles=C#C[SiH2]CCl homo_ha=-0.36990
C -2.002932 1.397723 0.725953 -0.9 0.4 1.2
C -1.307278 0.440309 0.517877 0.4 0.7 -2.2
Si -0.257605 -0.705305 -0.449094 0.4 -0.9 2.5
C 1.517711 -0.074295 -0.030011 -2.2 -0.9 -3.3
Cl 2.531978 -0.628539 -1.391550 0.5 0.2 -0.6
H -2.710757 2.053777 1.176197 0.0 0.3 -0.2
H -0.463977 -1.279567 -1.793767 -0.1 0.8 -0.1
H -0.715669 -1.719242 0.509900 0.6 -1.2 -0.2
H 2.027191 -0.449620 0.759348 0.8 -0.9 2.9
H 1.381340 0.964760 -0.024853 0.5 1.6 0.0

Record 12
10
Properties=species:S:1:pos:R:3:forces:R:3 method="wB97M-V/def2-TZVPD" largest_force_ev_per_a=5.50 lumo_energy_ha=0.0090 e_tot_ev=-23589.281 homo_ha=-0.33902
C -0.949908 -0.309866 -0.212981 -0.1 0.1 -1.0
C 0.101243 0.259124 -0.323856 4.8 0.8 0.9
C -2.291181 -0.714698 0.062541 -0.3 -0.8 -0.4
Si 2.424953 0.869038 0.034347 -3.7 -2.7 -2.9
Cl 3.806518 -0.634668 -0.153168 -0.4 0.1 0.3
H -2.673987 0.121674 0.544696 -1.1 1.2 1.7
H -3.054557 -0.905098 -0.674347 0.5 -0.1 -1.2
H -2.262213 -1.591234 0.663163 -0.2 -0.6 0.9
H 2.438901 1.390780 1.299340 0.1 1.1 1.9
H 2.460234 1.514948 -1.239739 0.4 1.0 -0.2

Record 13
15
Properties=species:S:1:pos:R:3:forces:R:3 method="wB97M-V/def2-TZVPD" largest_force_ev_per_a=2.94 lumo_energy_ha=-0.1616 e_tot_ev=-61666.661 total_charge=+1 homo_ha=-0.46084
H -1.026380 -1.784697 -0.542410 0.6 0.0 0.3
Li 2.339946 -0.221121 0.745749 -0.2 0.0 0.1
O -1.393019 -1.715985 1.480227 1.2 0.7 -1.9
O -1.041765 0.122553 0.248090 0.1 0.0 0.5
C -0.821990 0.703629 -1.069712 0.2 -0.1 -0.4
C 0.683648 0.834105 -1.308012 0.0 -0.1 -0.4
O 1.350793 1.274351 -0.167902 -0.1 0.2 0.6
C -1.039902 -1.233157 0.414775 -2.5 -0.4 1.4
H -1.318095 0.080717 -1.825104 0.1 0.2 0.1
H -1.303516 1.688031 -1.018543 0.0 -0.3 0.0
H 0.815764 1.516846 -2.167446 0.0 -0.2 0.2
H 1.072003 -0.152972 -1.633671 -0.1 0.2 0.0
O 1.088585 -0.456247 2.054758 -0.1 -0.3 1.0
Mg 0.368250 1.173524 1.508320 0.3 -1.1 -0.4
Cu 0.225677 -1.829577 3.280882 0.6 1.2 -1.2

Record 14
14
Properties=species:S:1:pos:R:3:forces:R:3 method="wB97M-V/def2-TZVPD" largest_force_ev_per_a=1.55 lumo_energy_ha="-0.0209 / -0.0432" e_tot_ev=-56226.073 multiplicity=2 homo_ha="-0.34412 / -0.33677"
O -0.261140 -0.317859 1.149075 -0.6 -1.3 0.1
O 1.498271 -0.852754 -0.122796 0.6 -0.7 0.0
C 0.756189 0.041702 0.343266 1.0 1.0 0.6
O 0.948316 1.275921 0.264246 0.4 0.7 -0.9
C -1.591374 0.000948 0.733722 0.0 0.1 0.4
C -1.923422 -0.622887 -0.607733 0.0 0.1 -0.5
H -2.234611 -0.407626 1.523457 0.3 0.2 -0.2
H -1.706217 1.091633 0.703214 0.0 -0.2 0.1
H -1.296484 -1.504467 -0.797769 -0.3 0.1 0.2
H -2.981558 -0.913455 -0.650678 0.3 0.1 -0.1
H -1.722439 0.103853 -1.407422 -0.1 -0.3 0.1
O 4.182036 0.948915 -0.493998 0.0 0.0 -0.2
Cu 3.746663 -0.769499 -0.162007 -1.3 0.5 0.1
Li 2.585767 1.925576 -0.474577 -0.1 -0.4 0.4

Record 15
11
Properties=species:S:1:pos:R:3:forces:R:3 method="wB97M-V/def2-TZVPD" largest_force_ev_per_a=5.49 lumo_energy_ha=0.0327 e_tot_ev=-10113.545 homo_ha=-0.34062
C -1.431579 -1.381369 -0.050560 -0.8 -1.4 -2.0
C -0.812761 -0.303748 0.303096 5.3 1.1 1.0
C 1.375736 -0.045416 0.128541 -2.4 -2.3 -0.4
N 1.731830 1.248174 -0.288784 -2.1 0.7 2.4
F 1.931016 -0.525197 1.365262 -0.9 1.1 -1.9
F 1.754737 -1.044686 -0.807609 -0.3 2.2 1.4
H -2.487044 -1.452958 0.136930 -0.5 0.2 0.6
H -1.183178 -2.197237 -0.787729 0.7 1.1 1.1
H -0.989705 0.488835 1.019441 -0.7 -0.2 -0.3
H 1.425149 2.062952 0.358652 0.8 -2.3 -1.6
H 2.576014 1.411335 -0.776783 1.0 -0.2 -0.3

Record 16
12
Properties=species:S:1:pos:R:3:forces:R:3 method="wB97M-V/def2-TZVPD" largest_force_ev_per_a=4.06 lumo_energy_ha=0.0215 e_tot_ev=-20950.893 homo_ha=-0.34638
H 1.051477 1.478505 0.913654 0.5 -1.0 -0.3
N 1.158967 1.086673 -0.043590 -0.6 1.1 0.4
C 0.093755 0.516685 -0.407945 0.7 0.5 -4.0
S -1.201863 -0.146986 0.461585 -0.6 -0.2 1.5
C -0.361535 -0.707780 2.008281 0.1 -1.5 -2.2
C -0.019729 0.300615 -2.140971 2.3 -1.0 3.2
F -1.128443 0.734183 -2.709586 -0.4 0.6 0.0
F 0.010552 -1.056769 -2.312250 -0.1 0.0 -0.2
H -1.050421 -1.439298 2.351563 -0.9 -0.3 0.9
H 0.051931 -0.113658 2.765502 -0.1 1.6 0.8
H 0.447727 -1.350050 1.680358 0.4 0.1 -0.3
H 0.947582 0.697880 -2.566602 -1.3 0.1 0.3

Record 17
12
Properties=species:S:1:pos:R:3:forces:R:3 method="wB97M-V/def2-TZVPD" largest_force_ev_per_a=4.17 lumo_energy_ha="0.0321 / -0.0838" e_tot_ev=-20947.544 multiplicity=3 homo_ha="-0.19234 / -0.34092"
C 0.136114 -1.111877 0.646305 -2.1 1.3 -3.3
C 0.969441 1.276953 -0.754407 -0.5 -2.2 -1.3
C -0.347453 0.698881 -0.277167 0.5 0.3 2.6
N -1.053631 -1.680013 0.853814 -3.2 2.1 -1.8
F -0.862078 1.504704 0.745388 0.3 -1.0 -1.4
F -1.342571 0.431274 -1.129462 0.8 0.0 0.4
S 1.615915 -1.323456 1.079682 2.8 0.1 1.1
H 0.825825 2.255873 -1.117559 -0.4 1.3 -0.6
H 1.550495 1.355830 0.158295 0.5 -0.3 -0.3
H 1.384952 0.626382 -1.627500 -0.4 1.0 2.0
H -1.839530 -1.489933 0.137198 1.9 -0.8 1.6
H -1.037480 -2.544617 1.285413 -0.3 -1.8 1.0

Record 18
11
Properties=species:S:1:pos:R:3:forces:R:3 method="wB97M-V/def2-TZVPD" largest_force_ev_per_a=4.13 lumo_energy_ha=0.0373 e_tot_ev=-8886.043 homo_ha=-0.31674
C 1.306257 2.292163 0.917502 -0.2 1.2 4.0
C -0.757894 -1.506033 -1.176368 0.0 -1.0 0.7
C -0.668219 -2.021197 0.050712 1.7 -0.5 -0.3
N 0.311977 1.820054 0.332217 -2.5 -2.2 -2.2
N -0.499262 1.272157 -0.242547 0.2 0.9 0.5
F -1.691432 -2.002351 0.917733 -0.1 0.0 0.0
H 2.098668 2.636077 0.405105 2.5 0.8 -2.0
H 1.149706 2.721587 1.908019 -0.1 -0.4 -0.2
H 0.032653 -1.546373 -1.866637 1.7 -0.4 -0.1
H -1.564788 -1.136730 -1.768084 -1.2 0.4 0.8
H 0.282332 -2.529354 0.522349 -2.0 1.2 -1.1

Record 19
11
Properties=species:S:1:pos:R:3:forces:R:3 method="wB97M-V/def2-TZVPD" largest_force_ev_per_a=2.15 lumo_energy_ha=0.0326 e_tot_ev=-8888.882 homo_ha=-0.34500
H 1.144665 -0.867717 2.121904 0.0 0.2 -0.8
N 1.381862 -1.023402 1.130784 0.7 -0.5 1.4
C 0.553310 -0.589591 0.295562 -1.1 -0.1 -1.6
N 0.694959 -0.887094 -1.061955 0.8 -0.5 1.3
C -0.632712 0.244090 0.571184 0.3 0.7 -0.8
C -1.230110 1.088229 -0.275126 -0.4 0.3 2.1
F -1.052549 1.194246 -1.580898 0.2 -0.1 -0.7
H 1.644484 -1.190257 -1.258952 -0.4 0.1 -0.3
H 0.269172 -0.221361 -1.661219 0.1 0.2 -0.7
H -0.879579 0.386509 1.598462 -0.3 0.1 0.5
H -1.893502 1.866347 0.120255 0.0 -0.4 -0.4

Record 20
11
Properties=species:S:1:pos:R:3:forces:R:3 method="wB97M-V/def2-TZVPD" largest_force_ev_per_a=11.02 lumo_energy_ha=0.0321 e_tot_ev=-8886.041 homo_ha=-0.29421
C 0.256219 1.171096 -1.797582 3.5 0.6 1.6
C 0.312936 0.447190 -0.673540 1.0 3.3 -1.3
F 1.195127 0.908086 0.303068 -0.3 -1.3 -0.5
C -0.774347 -0.339797 -0.353310 -3.9 -0.3 0.2
N -1.048237 -0.984992 0.695462 -5.1 -0.1 -3.2
N -0.210397 -1.286441 1.499507 8.0 -1.9 7.4
H -0.602320 0.977126 -2.433382 0.8 0.5 -0.6
H 1.239818 1.849046 -1.754168 -2.8 -0.9 -1.3
H -1.733386 -0.112533 -0.846816 0.9 -0.1 -0.6
H 0.761693 -0.836940 1.496824 -1.6 -0.9 -0.1
H -0.380363 -1.820387 2.391742 -0.4 1.0 -1.8

The molecular weight results, record by record, are as follows: 92.53, 92.53, 108.52, 108.52, 108.59, 108.59, 108.59, 108.59, 108.59, 140.66, 104.61, 104.61, 199.86, 175.56, 93.08, 125.14, 125.14, 88.08, 88.08, 88.08 g/mol.